Record 1
{
  "formula": "C34H31AsBMoN11O9",
  "method": "wB97M-V/def2-TZVPD",
  "e_homo_ev": [-11.003, -11.527],
  "gap_ev": [8.031, 6.765],
  "multiplicity": 4,
  "total_charge": 1,
  "elements": ["Mo", "C", "C", "N", "N", "C", "B", "N", "C", "C", "C", "N", "N", "C", "C", "C", "N", "N", "C", "C", "C", "N", "H", "H", "H", "H", "H", "H", "H", "H", "H", "H", "H", "H", "O", "C", "O", "C", "C", "C", "C", "C", "N", "H", "H", "H", "H", "O", "C", "O", "C", "C", "C", "C", "C", "C", "O", "N", "O", "O", "N", "O", "O", "H", "H", "C", "As", "C", "C", "C", "C", "C", "C", "C", "C", "H", "H", "H", "H", "H", "H", "H", "H", "H", "H", "H", "H", "H"],
  "positions_angstrom": [[0.59, 0.25, 0.29], [4.51, 1.87, 0.29], [3.22, 1.77, -0.20], [2.58, 0.76, 0.41], [3.44, 0.22, 1.28], [4.62, 0.86, 1.23], [3.07, -1.02, 2.11], [2.55, -2.07, 1.11], [2.94, -3.32, 0.85], [2.11, -3.85, -0.12], [1.20, -2.83, -0.38], [1.47, -1.76, 0.37], [1.83, -0.71, 2.97], [1.56, -1.00, 4.24], [0.22, -0.76, 4.47], [-0.27, -0.31, 3.25], [0.71, -0.29, 2.35], [4.23, -1.40, 2.98], [5.35, -2.15, 2.75], [6.18, -2.01, 3.83], [5.51, -1.12, 4.68], [4.36, -0.76, 4.16], [5.26, 2.58, 0.00], [2.72, 2.38, -0.92], [5.45, 0.58, 1.84], [3.77, -3.79, 1.34], [2.15, -4.82, -0.57], [0.39, -2.82, -1.09], [2.34, -1.32, 4.91], [-0.32, -0.89, 5.38], [-1.27, 0.00, 3.01], [5.50, -2.70, 1.85], [7.13, -2.48, 4.00], [5.82, -0.71, 5.62], [-3.37, 1.27, 0.54], [-2.17, 1.16, 0.66], [-1.50, 0.08, 0.38], [-1.33, 2.27, 1.24], [-1.91, 3.47, 1.62], [-1.13, 4.43, 2.24], [0.21, 4.14, 2.45], [0.72, 2.92, 2.04], [-0.03, 2.00, 1.44], [-2.96, 3.61, 1.41], [-1.54, 5.38, 2.54], [0.87, 4.85, 2.92], [1.76, 2.68, 2.19], [-1.47, -0.95, -2.89], [-0.55, -0.24, -2.49], [0.27, -0.61, -1.57], [-0.33, 1.12, -3.06], [-0.62, 1.45, -4.36], [-0.44, 2.76, -4.79], [-0.01, 3.75, -3.93], [0.25, 3.44, -2.60], [0.11, 2.10, -2.12], [0.33, 1.78, -0.90], [0.70, 4.47, -1.71], [1.01, 4.16, -0.57], [0.74, 5.61, -2.14], [-0.73, 3.09, -6.17], [-0.53, 4.23, -6.53], [-1.14, 2.19, -6.87], [-0.96, 0.69, -5.05], [0.11, 4.77, -4.28], [-1.94, -3.06, 1.06], [-2.26, -2.23, -0.71], [-4.12, -1.67, -0.56], [-2.38, -3.78, -2.00], [-3.13, -4.87, -1.36], [-4.52, -4.95, -1.44], [-5.20, -5.99, -0.84], [-4.51, -6.98, -0.16], [-3.12, -6.91, -0.07], [-2.44, -5.87, -0.65], [-2.81, -3.65, 1.34], [-1.80, -2.26, 1.78], [-1.06, -3.69, 1.04], [-4.71, -2.49, -0.14], [-4.50, -1.40, -1.54], [-4.18, -0.80, 0.09], [-1.38, -4.09, -2.29], [-2.89, -3.36, -2.87], [-5.05, -4.19, -2.00], [-6.28, -6.04, -0.92], [-5.04, -7.79, 0.30], [-2.58, -7.69, 0.44], [-1.36, -5.82, -0.59]],
  "mulliken_spin": [1.74, 0.00, 0.05, -0.06, 0.04, 0.05, 0.02, 0.01, 0.02, 0.00, 0.06, -0.10, 0.00, 0.01, 0.00, 0.02, -0.07, 0.00, 0.00, 0.00, 0.00, 0.00, 0.00, 0.01, 0.00, 0.00, 0.00, -0.02, 0.00, 0.00, 0.00, 0.00, 0.00, 0.00, 0.02, 0.01, 0.30, 0.03, 0.00, 0.00, 0.00, 0.01, -0.04, 0.00, 0.00, 0.00, 0.00, 0.08, 0.03, 0.02, 0.01, 0.00, 0.01, 0.00, 0.01, 0.00, 0.01, 0.00, 0.00, 0.01, 0.00, 0.00, 0.00, 0.00, 0.00, 0.07, 0.43, 0.04, 0.06, 0.02, 0.04, -0.02, 0.04, -0.02, 0.03, 0.03, -0.02, 0.00, 0.02, 0.00, -0.01, -0.01, -0.01, 0.00, 0.00, 0.00, 0.00, 0.00]
}



Record 2
{
  "formula": "C4H4N2O",
  "method": "wB97M-V/def2-TZVPD",
  "e_homo_ev": -8.550,
  "gap_ev": 8.885,
  "multiplicity": 1,
  "elements": ["N", "C", "C", "N", "C", "C", "O", "H", "H", "H", "H"],
  "positions_angstrom": [[2.49, 0.36, 0.02], [1.27, 0.06, 0.00], [0.12, -1.85, -0.01], [-1.05, -1.54, 0.00], [-1.67, -0.29, -0.01], [-1.00, 0.87, 0.00], [0.32, 1.10, 0.01], [2.64, 1.38, 0.04], [1.21, -1.60, -0.03], [-2.76, -0.29, -0.02], [-1.56, 1.80, 0.00]],
  "lowdin_charge": [0.08, -0.30, 0.12, 0.02, -0.12, -0.12, -0.02, 0.05, 0.07, 0.10, 0.13]
}



Record 3
{
  "formula": "C52H134N8O15",
  "method": "wB97M-V/def2-TZVPD",
  "e_homo_ev": -8.019,
  "gap_ev": 8.268,
  "multiplicity": 1,
  "elements": ["C", "C", "C", "C", "C", "C", "N", "O", "C", "C", "C", "H", "H", "H", "H", "H", "H", "H", "H", "H", "H", "H", "H", "H", "H", "H", "H", "H", "H", "H", "C", "C", "C", "C", "C", "C", "N", "O", "C", "C", "C", "H", "H", "H", "H", "H", "H", "H", "H", "H", "H", "H", "H", "H", "H", "H", "H", "H", "H", "H", "C", "C", "C", "C", "C", "C", "N", "O", "C", "C", "C", "H", "H", "H", "H", "H", "H", "H", "H", "H", "H", "H", "H", "H", "H", "H", "H", "H", "H", "H", "C", "C", "C", "C", "C", "C", "N", "O", "C", "C", "C", "H", "H", "H", "H", "H", "H", "H", "H", "H", "H", "H", "H", "H", "H", "H", "H", "H", "H", "H", "O", "H", "H", "O", "H", "H", "O", "H", "H", "O", "H", "H", "O", "H", "H", "O", "H", "H", "O", "H", "H", "C", "C", "C", "O", "C", "N", "H", "H", "H", "H", "H", "H", "H", "H", "H", "H", "H", "C", "C", "C", "O", "C", "N", "H", "H", "H", "H", "H", "H", "H", "H", "H", "H", "H", "C", "C", "C", "O", "C", "N", "H", "H", "H", "H", "H", "H", "H", "H", "H", "H", "H", "C", "C", "C", "O", "C", "N", "H", "H", "H", "H", "H", "H", "H", "H", "H", "H", "H"],
  "positions_angstrom": [[5.43, 25.26, 15.78], [6.06, 24.73, 17.09], [6.19, 25.99, 17.98], [6.69, 25.65, 19.36], [5.68, 24.69, 20.01], [5.38, 23.47, 19.17], [5.06, 23.88, 17.78], [4.57, 22.79, 16.98], [6.44, 22.41, 19.27], [4.03, 22.88, 19.75], [7.32, 24.01, 16.85], [5.34, 24.36, 15.14], [6.10, 25.99, 15.29], [4.46, 25.59, 16.14], [6.86, 26.70, 17.46], [5.20, 26.44, 18.00], [6.89, 26.53, 19.99], [7.62, 25.12, 19.31], [4.68, 25.14, 20.26], [6.10, 24.33, 20.97], [7.44, 22.82, 19.48], [6.21, 21.77, 20.14], [6.54, 21.77, 18.41], [4.16, 22.76, 20.83], [3.23, 23.60, 19.62], [3.73, 21.89, 19.35], [8.00, 23.95, 17.70], [7.87, 24.49, 16.03], [7.07, 22.96, 16.57], [3.71, 23.10, 16.72], [1.56, 19.62, 20.36], [1.37, 18.47, 21.29], [1.90, 17.17, 20.74], [3.42, 17.15, 20.62], [4.04, 17.39, 21.95], [3.59, 18.70, 22.61], [2.13, 18.70, 22.56], [1.57, 19.90, 23.19], [4.02, 18.58, 24.09], [4.27, 19.95, 22.11], [-0.13, 18.28, 21.68], [0.90, 19.52, 19.49], [2.57, 19.79, 19.97], [1.27, 20.53, 20.88], [1.66, 16.36, 21.45], [1.45, 16.94, 19.76], [3.69, 17.85, 19.81], [3.73, 16.17, 20.28], [5.12, 17.37, 21.85], [3.79, 16.58, 22.64], [3.58, 17.65, 24.47], [5.10, 18.49, 24.13], [3.66, 19.43, 24.65], [4.52, 20.03, 21.04], [3.69, 20.84, 22.38], [5.21, 20.12, 22.64], [-0.53, 19.18, 22.14], [-0.18, 17.44, 22.39], [-0.75, 18.02, 20.81], [1.07, 19.50, 23.92], [5.36, 22.52, 25.23], [5.77, 22.92, 26.68], [6.05, 21.57, 27.48], [6.60, 21.79, 28.82], [7.92, 22.55, 28.76], [7.82, 23.92, 27.99], [7.09, 23.56, 26.69], [6.99, 24.78, 25.95], [7.18, 24.97, 28.86], [9.22, 24.31, 27.52], [4.57, 23.69, 27.29], [5.01, 23.45, 24.77], [4.60, 21.74, 25.24], [6.27, 22.20, 24.74], [5.15, 20.92, 27.53], [6.80, 20.98, 26.92], [6.73, 20.83, 29.33], [5.86, 22.33, 29.40], [8.68, 21.98, 28.19], [8.31, 22.84, 29.74], [6.39, 25.56, 28.36], [6.65, 24.49, 29.69], [7.88, 25.71, 29.29], [9.54, 23.51, 26.87], [9.11, 25.26, 26.99], [9.81, 24.40, 28.44], [4.45, 24.62, 26.71], [4.67, 23.97, 28.35], [3.66, 23.09, 27.16], [6.40, 25.36, 26.42], [-3.02, 13.57, 18.48], [-1.96, 13.99, 19.45], [-1.99, 15.46, 19.88], [-3.18, 15.90, 20.68], [-3.10, 15.13, 22.02], [-3.08, 13.58, 21.84], [-2.04, 13.26, 20.82], [-2.02, 11.80, 20.67], [-2.71, 13.08, 23.22], [-4.49, 13.04, 21.42], [-0.59, 13.77, 18.84], [-2.58, 13.55, 17.48], [-3.84, 14.29, 18.47], [-3.30, 12.56, 18.78], [-1.04, 15.62, 20.43], [-1.78, 16.03, 18.96], [-4.14, 15.72, 20.23], [-3.12, 16.96, 20.88], [-3.94, 15.37, 22.68], [-2.20, 15.40, 22.59], [-1.80, 13.56, 23.62], [-3.49, 13.39, 23.93], [-2.62, 11.96, 23.30], [-5.23, 13.14, 22.21], [-4.77, 13.59, 20.51], [-4.40, 11.96, 21.19], [-0.51, 12.73, 18.50], [0.11, 13.96, 19.65], [-0.46, 14.48, 18.01], [-1.10, 11.54, 20.87], [1.28, 22.99, 22.14], [1.36, 23.83, 22.60], [1.45, 22.31, 22.81], [0.90, 16.57, 24.23], [0.56, 15.87, 23.63], [1.55, 17.06, 23.69], [-1.64, 22.09, 21.72], [-0.77, 21.77, 21.45], [-1.49, 23.05, 21.72], [1.64, 23.07, 25.77], [0.79, 22.61, 25.70], [1.44, 23.97, 26.06], [-0.92, 21.50, 24.75], [-0.89, 20.54, 24.73], [-1.30, 21.75, 23.91], [0.28, 14.18, 22.40], [-0.46, 14.11, 21.76], [1.10, 14.17, 21.90], [-0.09, 18.71, 25.18], [0.06, 17.76, 24.94], [0.42, 18.87, 25.98], [0.71, 22.50, 17.71], [0.67, 23.76, 16.82], [1.07, 23.58, 15.34], [2.36, 22.96, 15.30], [2.85, 22.67, 14.01], [-0.64, 24.39, 16.86], [-0.01, 21.83, 17.27], [0.44, 22.78, 18.73], [1.73, 22.08, 17.62], [1.42, 24.49, 17.19], [1.13, 24.56, 14.83], [0.25, 23.00, 14.92], [2.66, 23.45, 13.26], [2.44, 21.74, 13.60], [3.94, 22.54, 14.08], [-1.31, 23.67, 16.53], [-0.94, 24.58, 17.81], [5.53, 13.65, 17.57], [5.29, 14.03, 19.04], [5.72, 12.94, 19.95], [5.82, 13.55, 21.20], [6.10, 12.62, 22.19], [5.99, 15.27, 19.23], [5.16, 12.67, 17.20], [6.62, 13.61, 17.47], [5.17, 14.46, 16.95], [4.29, 14.32, 19.32], [6.65, 12.44, 19.65], [4.90, 12.18, 20.00], [5.23, 11.99, 22.45], [6.41, 13.19, 23.08], [6.92, 11.93, 21.93], [6.93, 15.31, 18.82], [6.09, 15.51, 20.21], [-5.37, 18.70, 16.71], [-3.99, 18.10, 16.60], [-3.24, 18.45, 17.90], [-3.08, 19.87, 17.94], [-2.32, 20.39, 19.01], [-4.12, 16.59, 16.71], [-5.91, 18.63, 15.78], [-5.19, 19.77, 16.88], [-5.96, 18.31, 17.54], [-3.44, 18.50, 15.71], [-2.23, 18.00, 17.98], [-3.81, 18.16, 18.79], [-1.31, 19.93, 19.05], [-2.79, 20.23, 19.99], [-2.23, 21.48, 18.85], [-4.82, 16.22, 16.08], [-3.23, 16.12, 16.59], [2.11, 17.83, 16.94], [2.17, 18.57, 15.69], [3.66, 18.71, 15.30], [3.70, 19.42, 14.09], [5.05, 19.72, 13.64], [1.35, 17.79, 14.75], [2.59, 16.83, 16.84], [1.08, 17.72, 17.28], [2.67, 18.41, 17.66], [1.83, 19.61, 15.86], [4.18, 17.71, 15.20], [4.24, 19.30, 16.05], [5.53, 18.76, 13.50], [5.55, 20.33, 14.43], [4.90, 20.28, 12.69], [1.49, 16.80, 14.90], [1.30, 18.14, 13.79]],
  "lowdin_charge": [-0.02, -0.55, -0.15, -0.18, -0.14, -0.50, -0.09, -0.03, -0.04, -0.04, -0.04, 0.08, 0.09, 0.08, 0.13, 0.12, 0.12, 0.09, 0.13, 0.13, 0.08, 0.08, 0.08, 0.07, 0.07, 0.07, 0.07, 0.09, 0.09, 0.05, -0.02, -0.49, -0.13, -0.18, -0.13, -0.51, -0.07, -0.04, -0.02, -0.03, 0.01, 0.08, 0.07, 0.07, 0.10, 0.12, 0.12, 0.08, 0.13, 0.12, 0.08, 0.09, 0.07, 0.07, 0.08, 0.08, 0.08, 0.07, 0.07, 0.04, -0.03, -0.49, -0.16, -0.22, -0.13, -0.50, -0.08, -0.04, -0.04, -0.04, -0.03, 0.08, 0.07, 0.09, 0.13, 0.12, 0.12, 0.10, 0.12, 0.12, 0.07, 0.08, 0.09, 0.08, 0.08, 0.09, 0.08, 0.07, 0.07, 0.06, -0.03, -0.50, -0.17, -0.16, -0.12, -0.51, -0.08, -0.04, -0.05, -0.01, -0.03, 0.08, 0.07, 0.09, 0.10, 0.11, 0.10, 0.10, 0.12, 0.11, 0.07, 0.09, 0.10, 0.08, 0.07, 0.09, 0.09, 0.07, 0.10, 0.11, -0.06, 0.05, 0.02, -0.07, 0.03, 0.02, -0.06, 0.01, 0.05, -0.07, 0.01, 0.04, -0.05, 0.00, 0.01, -0.06, 0.00, 0.03, -0.08, 0.01, 0.07, -0.05, -0.45, -0.17, -0.23, -0.10, 0.03, 0.07, 0.08, 0.07, 0.14, 0.13, 0.12, 0.09, 0.08, 0.08, 0.08, 0.07, -0.05, -0.47, -0.24, -0.20, -0.12, 0.04, 0.08, 0.08, 0.07, 0.12, 0.13, 0.14, 0.09, 0.10, 0.09, 0.09, 0.06, -0.08, -0.39, -0.20, -0.21, -0.12, 0.03, 0.07, 0.08, 0.09, 0.15, 0.11, 0.12, 0.07, 0.08, 0.08, 0.07, 0.06, -0.11, -0.45, -0.22, -0.24, -0.08, 0.05, 0.10, 0.08, 0.07, 0.15, 0.14, 0.13, 0.08, 0.09, 0.09, 0.06, 0.07]
}



Record 4
{
  "formula": "C5H13N5O2",
  "method": "wB97M-V/def2-TZVPD",
  "e_homo_ev": [-9.088, -9.223],
  "gap_ev": [6.613, 7.100],
  "multiplicity": 1,
  "elements": ["C", "C", "C", "C", "C", "N", "N", "N", "N", "N", "O", "O", "H", "H", "H", "H", "H", "H", "H", "H", "H", "H", "H", "H", "H"],
  "positions_angstrom": [[-1.77, -1.14, -0.24], [1.02, -0.99, 2.26], [1.00, 0.78, -2.31], [1.47, 0.21, 1.40], [1.10, 1.27, -0.81], [-3.00, -1.41, -0.14], [-0.74, -2.06, -0.66], [-1.19, 0.04, 0.20], [1.09, 0.10, 0.01], [-1.86, 1.16, 0.40], [-3.05, 1.27, 0.19], [-1.14, 2.04, 0.77], [0.97, -0.57, 3.23], [0.22, -1.57, 2.01], [1.82, -1.66, 2.18], [1.92, 0.04, -2.60], [0.02, 0.42, -2.64], [1.05, 1.74, -2.85], [0.95, 1.08, 1.71], [2.59, 0.38, 1.19], [1.89, 1.89, -0.51], [0.28, 1.99, -0.65], [-3.71, -0.85, 0.29], [-1.00, -2.63, -1.44], [0.06, -1.53, -1.00]],
  "lowdin_charge": [-0.52, -0.04, -0.08, -0.23, -0.28, 0.14, 0.11, 0.15, 0.10, -0.48, 0.06, 0.02, 0.07, 0.03, 0.06, 0.12, 0.06, 0.07, 0.09, 0.18, 0.11, 0.12, 0.04, 0.07, 0.04]
}



no.,energy (eV),M (Da)
1,-133943.9299,919.36
2,-9234.8657,96.09
3,-98725.2093,1111.68
4,-16932.9808,175.19